{"formula": "C6H8", "method": "ωB97M-V/def2-TZVPD", "molar_mass_da": 80.130, "total_charge": 0, "multiplicity": 1, "e_above_lowest_ev": 1.614, "smiles": "C=C=CCC=C", "max_force_ha_per_bohr": 0.0048, "homo_lumo_gap_ha": 0.3832, "total_energy_ev": -6349.170, "species": ["C", "C", "C", "C", "C", "C", "H", "H", "H", "H", "H", "H", "H", "H"], "coordinates": [[2.1894, 1.1389, 0.0183], [1.5619, 0.0308, 0.3075], [0.8278, -1.0208, 0.5558], [-0.4770, -1.2469, -0.1986], [-1.5098, -0.2315, 0.2202], [-1.7533, 0.8911, -0.4486], [1.9166, 2.0659, 0.5178], [2.9827, 1.1786, -0.7238], [1.1135, -1.7158, 1.3425], [-0.2953, -1.1573, -1.2751], [-0.8366, -2.2650, -0.0134], [-2.0274, -0.4202, 1.1602], [-1.2297, 1.1213, -1.3745], [-2.4628, 1.6308, -0.0885]]}

{"formula": "C6H8", "method": "ωB97M-V/def2-TZVPD", "molar_mass_da": 80.130, "total_charge": 0, "multiplicity": 1, "e_above_lowest_ev": 4.651, "max_force_ha_per_bohr": 0.0308, "homo_lumo_gap_ha": 0.3401, "total_energy_ev": -6346.133, "species": ["C", "C", "C", "C", "C", "C", "H", "H", "H", "H", "H", "H", "H", "H"], "coordinates": [[-0.0853, 1.1851, -0.6189], [1.1471, 0.2978, -0.4122], [0.7668, 0.2470, 1.0714], [-0.7018, 0.3723, 0.5613], [-0.9770, -0.9830, -0.0530], [0.0369, -1.3837, -0.7864], [-0.5785, 1.1757, -1.5908], [0.1263, 2.2202, -0.3140], [1.3350, -0.6318, -1.0227], [1.0838, 1.1670, 1.5836], [1.0585, -0.6249, 1.6567], [-1.4957, 0.7862, 1.1911], [-1.8975, -1.5318, 0.1048], [0.1815, -2.2962, -1.3709]]}

{"formula": "C6H8", "method": "ωB97M-V/def2-TZVPD", "molar_mass_da": 80.130, "total_charge": 0, "multiplicity": 1, "e_above_lowest_ev": 2.533, "smiles": "C/C=C1/C=CC1", "max_force_ha_per_bohr": 0.0866, "homo_lumo_gap_ha": 0.3546, "total_energy_ev": -6348.251, "species": ["C", "C", "C", "C", "C", "C", "H", "H", "H", "H", "H", "H", "H", "H"], "coordinates": [[-0.8152, 1.9615, 0.5629], [-0.8022, 0.8802, -0.4628], [-0.0145, -0.1915, -0.4134], [0.0253, -1.5040, -1.1160], [0.9053, -2.0827, -0.3235], [0.8900, -0.7702, 0.6170], [-0.2061, 2.9042, 0.1236], [-0.1280, 1.5648, 1.3662], [-1.9082, 2.1996, 0.7260], [-1.3450, 1.0769, -1.2834], [-0.3372, -1.7131, -2.0128], [1.2702, -3.0209, -0.1581], [0.4724, -0.8961, 1.6123], [1.9932, -0.4088, 0.7619]]}

{"formula": "C6H8", "method": "ωB97M-V/def2-TZVPD", "molar_mass_da": 80.130, "total_charge": 0, "multiplicity": 1, "e_above_lowest_ev": 2.549, "smiles": "C#C/C(C)=C/C", "max_force_ha_per_bohr": 0.0652, "homo_lumo_gap_ha": 0.3622, "total_energy_ev": -6348.235, "species": ["C", "C", "C", "C", "C", "C", "H", "H", "H", "H", "H", "H", "H", "H"], "coordinates": [[-3.4753, 0.4764, -0.2859], [-2.2741, 0.4006, -0.1842], [-0.7234, 0.0173, 0.0082], [-0.3062, -1.4735, 0.0998], [0.1367, 1.0829, 0.0754], [1.6351, 0.8522, 0.1700], [-4.4892, 0.5315, -0.3635], [-0.0563, -1.9206, -0.8585], [0.4771, -1.6791, 0.8093], [-1.2832, -1.8769, 0.4703], [-0.1318, 2.1495, 0.0393], [2.1887, 1.7601, -0.2139], [1.7772, -0.1744, -0.0561], [1.9748, 0.9530, 1.2473]]}

- What is the formula in the first record?
  C6H8